# 1
Entry from OMol25: 2 unconnected molecules or ions with the total composition CH3NOSi (the ωB97M-V functional and the def2-TZVPD basis).

Structure (XYZ):
```
7
Properties=species:S:1:pos:R:3:nbo_charge:R:1
N -0.65112 -0.36865 -0.17753 -1.387
O 0.62622 1.28727 -1.94824 -0.516
H 1.76022 -0.41716 0.91436 -0.186
H 0.07091 -0.74129 2.65107 -0.191
C -0.45526 0.97323 -2.03717 0.493
Si 0.21953 -0.66677 1.11453 1.361
H -1.57051 -0.06663 -0.51702 0.426
```

---

# 2
Entry from OMol25: 2 unconnected molecules or ions with the total composition C5H15N (the ωB97M-V functional and the def2-TZVPD basis).

Structure (XYZ):
```
21
Properties=species:S:1:pos:R:3:nbo_charge:R:1
C -2.08011 -1.18423 0.13530 -0.403
C 1.64128 -0.92648 1.02071 -0.602
H 3.28534 -0.65328 -0.35619 0.195
H 1.53541 1.77970 -0.39544 0.199
H -2.13831 1.31481 0.94269 0.195
H 0.78649 0.34996 -1.04706 0.222
N -1.89118 0.00993 -0.66627 -0.659
C 1.75458 0.79450 -0.81777 -0.621
C -2.15558 1.33432 -0.14106 -0.408
H -3.10727 1.74058 -0.50629 0.174
H -1.36868 2.02919 -0.44269 0.189
H 2.30035 1.00059 -1.73495 0.204
H 0.78086 -0.37140 1.39286 0.200
H 1.26747 -1.75318 0.42167 0.199
H -3.00698 -1.12856 0.71986 0.169
H -2.11560 -0.08646 -1.64473 0.364
H -1.21514 -1.35879 0.76945 0.184
H -2.09239 -2.03339 -0.53604 0.200
H 3.10324 0.60685 0.85993 0.193
C 2.55814 -0.05201 0.18288 -0.398
H 2.15807 -1.41264 1.84312 0.205
```

## Properties
**SMILES string**: CCC.CNC

---

# 3
Entry from OMol25: a molecular structure, C9H13NO2S (the ωB97M-V functional and the def2-TZVPD basis).

Structure (XYZ):
```
26
Properties=species:S:1:pos:R:3:nbo_charge:R:1
S -0.77165 1.51828 0.62699 1.834
C -0.66440 2.75037 -1.36233 0.059
C 0.11127 -0.48582 -1.47885 -0.198
H 0.86086 2.26077 -2.71353 0.259
O -1.94290 1.28031 1.46363 -0.934
C 0.60099 -2.23834 1.25693 -0.617
C -1.09274 -0.97832 -1.25266 -0.171
H 0.58386 -0.48265 -2.37500 0.202
H -0.97617 -1.09458 2.25765 0.238
C 0.94264 0.03691 -0.39353 -0.116
H -1.70961 -1.23471 -2.03724 0.205
H 1.79415 -0.52386 -0.26274 0.215
O 0.00404 2.66843 1.57805 -0.944
H 1.01761 -2.49617 0.29751 0.209
H -2.56773 -0.78736 0.32306 0.247
C 1.47923 1.37503 -0.91086 -0.451
N 0.24054 0.16800 0.87601 -0.630
C -0.50051 -1.11178 1.22053 -0.032
H -0.29647 2.98017 2.41329 0.511
C 0.50216 2.19067 -1.68005 -0.544
H 2.31997 1.08602 -1.56150 0.225
H 2.01507 1.91139 -0.09411 0.253
H -1.77137 -2.45040 0.12330 0.222
H 1.29491 -1.83454 1.89470 0.216
C -1.58844 -1.40131 0.12712 -0.475
H 0.11466 -3.10653 1.66361 0.217
```

---

The records above yield energy values of -12498.248; -6917.669; -25957.537 eV, respectively.
The records above yield orbital gap values of 9.09; 9.39; 9.39 eV, respectively.
The records above yield ΔE to the lowest compared entry with this formula, charge and spin values of 280.2; 59.0; 691.1 kJ/mol, respectively.